{"formula": "C18H48B2F26N6O6P3", "method": "ωB97M-V/def2-TZVPD", "spin_multiplicity": 1, "relative_energy_ev": 17.159, "homo_lumo_gap_ev": 5.36, "charge": 1, "mol_weight_g_mol": 1053.1, "elements": ["C", "C", "O", "N", "H", "H", "C", "H", "H", "H", "H", "H", "H", "C", "C", "O", "N", "H", "H", "C", "H", "H", "H", "H", "H", "H", "C", "C", "O", "N", "H", "H", "C", "H", "H", "H", "H", "H", "H", "C", "C", "O", "N", "H", "H", "C", "H", "H", "H", "H", "H", "H", "C", "C", "O", "N", "H", "H", "C", "H", "H", "H", "H", "H", "H", "C", "C", "O", "N", "H", "H", "C", "H", "H", "H", "H", "H", "H", "P", "F", "F", "F", "F", "F", "F", "P", "F", "F", "F", "F", "F", "F", "P", "F", "F", "F", "F", "F", "F", "B", "F", "F", "F", "F", "B", "F", "F", "F", "F"], "xyz": [[-7.12406, 6.03008, -0.54183], [-6.71220, 4.85599, 0.24905], [-6.11733, 3.88534, -0.25092], [-6.87277, 4.85893, 1.80213], [-7.73531, 5.32162, 2.05122], [-7.14088, 3.93035, 2.09531], [-5.63909, 5.32796, 2.57516], [-7.08172, 6.90869, 0.10187], [-8.11858, 5.96299, -0.98289], [-6.35803, 6.25141, -1.28501], [-4.96470, 4.47170, 2.56503], [-5.96410, 5.72583, 3.53650], [-5.17611, 6.08702, 1.94463], [-7.00679, -3.65677, -0.84878], [-6.51790, -4.90615, -1.53165], [-7.15991, -5.40891, -2.46708], [-5.16214, -5.42028, -1.11170], [-4.79325, -5.06066, -0.24297], [-5.46707, -6.37553, -0.99077], [-4.21068, -5.33435, -2.28277], [-7.96324, -3.37512, -1.28920], [-6.17875, -2.96414, -0.99942], [-7.27902, -3.73981, 0.20341], [-3.21437, -5.65199, -1.97525], [-4.29928, -4.29718, -2.60609], [-4.50024, -6.05266, -3.04976], [4.54722, 5.50762, 3.18977], [4.47214, 6.96112, 2.90847], [5.22759, 7.53667, 2.07891], [3.47557, 7.90211, 3.65129], [2.73686, 8.19365, 3.02726], [2.92898, 7.43090, 4.35791], [4.08463, 9.23549, 4.09694], [4.66988, 4.92070, 2.27951], [3.62367, 5.29980, 3.73012], [5.33126, 5.27245, 3.90954], [4.67315, 9.76611, 3.34849], [4.78879, 8.87658, 4.84756], [3.32751, 9.91581, 4.48687], [0.37910, 2.77159, -6.56363], [1.82213, 2.20711, -6.87623], [2.77426, 2.95865, -7.13829], [2.00958, 0.70265, -6.50968], [2.08542, 0.74759, -5.50354], [1.16652, 0.16556, -6.65420], [3.18260, 0.06044, -7.23789], [-0.02327, 2.09230, -5.81213], [-0.29554, 2.70188, -7.41692], [0.37683, 3.83318, -6.31636], [4.05108, 0.60886, -6.87309], [3.11292, 0.30764, -8.29721], [3.35360, -0.99822, -7.04274], [7.77291, -3.42193, 2.62258], [6.65506, -4.33699, 2.65014], [6.20900, -4.86263, 3.67598], [6.15351, -4.82845, 1.27479], [5.30294, -4.29122, 1.18520], [6.59563, -4.52129, 0.42023], [5.78103, -6.31931, 1.22797], [7.88966, -2.78124, 3.49665], [7.36761, -2.73982, 1.87522], [8.73572, -3.81618, 2.29750], [6.74068, -6.83563, 1.25197], [5.22076, -6.39587, 0.29612], [5.11644, -6.65021, 2.02604], [1.08402, -3.90904, 8.28519], [-0.05123, -2.91431, 8.35683], [-0.61502, -2.58921, 9.33621], [-0.46385, -2.31290, 6.97317], [-0.03935, -2.74509, 6.16502], [-1.45731, -2.47721, 6.89465], [-0.22655, -0.75859, 7.03100], [0.90326, -4.42741, 7.34354], [0.92736, -4.64683, 9.07209], [2.04285, -3.39641, 8.36223], [-0.37665, -0.32897, 6.04053], [0.81009, -0.61930, 7.33778], [-0.90156, -0.34366, 7.77952], [-1.14537, 9.78899, -0.46861], [0.45421, 9.86922, -0.87244], [-1.50653, 9.26060, -1.97543], [-0.90846, 8.24286, 0.00889], [-2.72621, 9.83754, -0.27091], [-0.77240, 10.22695, 1.10991], [-1.39644, 11.35630, -0.99803], [-2.97494, -2.45211, -8.82114], [-3.80369, -3.73757, -8.11420], [-3.05328, -1.39243, -7.55160], [-1.61068, -3.01760, -8.08402], [-1.96950, -1.32003, -9.50953], [-2.66891, -3.33012, -10.14148], [-4.37838, -1.78459, -9.37471], [0.85927, -0.61511, 0.13919], [1.83699, -0.68308, 1.41135], [1.50967, -2.02755, -0.33611], [-0.39363, -1.34249, 0.85492], [-0.05654, -0.52287, -1.22887], [0.21073, 0.87542, 0.59244], [2.09519, 0.05467, -0.74384], [-1.13409, -7.61183, 3.37374], [-0.62136, -8.51582, 4.30983], [-1.37310, -8.31491, 2.23293], [-2.24544, -7.12014, 3.90738], [-0.29277, -6.52275, 3.10235], [4.34705, -7.65518, -5.64816], [5.49737, -8.20156, -5.09597], [3.38203, -8.64245, -5.64538], [3.97315, -6.58333, -4.87697], [4.56414, -7.20208, -6.90234]], "forces_ev_per_a": [[0.21, 1.37, 0.96], [3.03, -4.15, -2.70], [-2.45, 3.32, 2.85], [-0.50, -0.20, -0.46], [-0.12, 1.23, 0.05], [0.57, -0.95, -0.18], [-0.30, -0.02, -1.25], [-0.41, 0.21, 0.11], [0.07, -0.23, 0.01], [-0.17, -0.53, -0.26], [-0.10, 0.15, 0.51], [0.28, -0.29, -0.10], [-0.03, 0.23, 0.32], [0.04, -0.55, 0.02], [-4.02, 0.41, -2.76], [3.43, 0.83, 3.50], [-1.26, -1.13, -1.52], [0.07, 0.34, 0.33], [0.76, -1.02, 0.51], [0.36, -0.12, -0.07], [0.48, 0.22, -0.53], [-0.34, 0.63, 0.21], [0.71, -0.35, 0.24], [-0.04, 0.49, 0.26], [0.55, -0.25, -0.32], [-0.45, 0.35, 0.05], [-1.41, 0.37, 1.16], [4.55, 3.09, -4.52], [-3.84, -2.15, 4.01], [0.13, 0.73, -1.16], [-0.34, -0.18, -1.23], [0.33, -0.18, 0.88], [0.97, -0.81, 1.07], [-0.10, 0.23, 0.08], [-0.16, -0.83, -0.25], [0.31, 0.26, -0.17], [-0.41, -0.66, -0.54], [-0.06, 0.74, 0.34], [-0.11, -0.46, 0.06], [1.13, -1.53, -0.66], [1.12, 4.83, -0.13], [-3.18, -4.20, 0.78], [0.57, 0.48, -1.26], [0.61, -0.34, 0.69], [-0.74, -0.14, -0.49], [0.91, 1.11, 0.44], [-0.32, 0.47, 0.31], [0.22, -0.40, -0.31], [0.53, -0.31, 0.37], [0.03, -0.11, -0.04], [-0.38, -0.31, 0.13], [-0.74, 0.11, 0.11], [-0.28, 2.13, -1.03], [0.04, -3.76, 4.53], [0.48, 1.66, -4.16], [-1.65, -0.22, 1.60], [-1.14, 0.09, 0.04], [1.28, -0.14, -0.13], [0.20, 0.48, -0.59], [-0.12, -0.69, 0.30], [0.89, 0.71, -0.59], [-0.24, -0.26, -0.15], [-0.37, -0.24, -0.23], [0.37, -0.48, -0.11], [0.30, 0.61, 0.23], [-1.40, 0.06, -0.67], [1.27, -1.12, 0.78], [-0.64, 0.72, -0.73], [-0.24, 1.96, 1.17], [0.53, -0.22, -0.26], [-0.60, -0.05, -0.12], [0.16, -1.11, -0.17], [0.83, -0.21, -0.17], [0.24, 0.30, 0.16], [0.02, -0.20, -0.18], [-0.13, -0.21, 0.12], [-0.12, -0.01, -0.04], [0.05, -0.21, -0.16], [0.81, 1.41, -1.87], [-1.00, 0.21, 0.48], [0.85, -0.22, 0.13], [-0.70, 0.25, 0.08], [-0.75, -1.22, 2.08], [-0.70, 0.08, -1.47], [1.54, -0.77, 0.86], [1.66, 0.18, 0.59], [0.47, 1.99, -0.62], [-0.99, -0.80, 0.15], [-0.44, -0.48, -0.20], [-0.98, 0.32, -0.27], [-1.04, -0.02, 0.52], [1.45, -0.93, 0.06], [-0.12, 0.53, -2.74], [-0.60, 0.53, 0.82], [-0.89, -0.43, 0.24], [0.69, -0.01, 0.56], [0.37, -0.12, 0.55], [1.27, -1.29, -0.07], [-0.65, 0.89, 0.83], [1.59, -0.97, 0.06], [1.08, -0.19, 0.63], [-0.39, -0.55, -1.72], [-3.33, 1.57, 1.17], [0.99, 0.49, -0.01], [0.03, -0.72, 0.51], [1.33, -0.42, 0.45], [-1.05, -0.69, 0.03], [-0.73, 1.45, 1.35], [0.51, 0.54, -2.13]]}